Entry 1:
The following is a DFT calculation (wB97M-V/def2-TZVPD) of the molecule C4H8N2O.

- SMILES string = CN[C@H](C#N)CO
- HOMO (eV) = -10.192

Each line ends with the Löwdin charge.
Geometry (Å):
C (-1.815781, 0.723943, 0.631407)  -0.11
N (-0.443254, 0.274150, 0.855020)  -0.08
C (0.220359, -0.081554, -0.372130)  -0.37
C (-0.276258, -1.268766, -1.119564)  -0.19
N (-0.676646, -2.230739, -1.620092)  0.16
C (1.717563, -0.346632, -0.329335)  -0.25
O (2.450600, 0.615449, 0.385639)  -0.04
H (-2.434086, -0.011469, 0.094337)  0.08
H (-2.290080, 0.949844, 1.588074)  0.08
H (-1.804557, 1.648749, 0.043673)  0.08
H (-0.422454, -0.492958, 1.519170)  0.13
H (0.079323, 0.772195, -1.047893)  0.15
H (1.810089, -0.501890, -1.447386)  0.13
H (2.026031, -1.326228, 0.044384)  0.13
H (1.859148, 1.275905, 0.774689)  0.09

Force components x, y, z for each atom (eV/Å):
-0.148 0.072 0.001
-0.007 -0.293 0.009
-0.072 0.010 -0.208
-1.209 -0.892 -0.001
0.393 0.820 0.323
-0.171 -0.483 -0.482
0.150 0.251 -0.715
0.080 0.077 0.099
0.077 -0.055 -0.079
0.043 -0.139 0.078
0.039 0.038 -0.060
0.041 -0.029 0.067
1.395 0.999 0.805
-0.525 -0.075 0.358
-0.086 -0.300 -0.195

***

Entry 2:
The following is a DFT calculation (wB97M-V/def2-TZVPD) of a cluster of 2 separate species, C3H5NOS in total.

- HOMO (eV) = -8.190

Each line ends with the Löwdin charge.
Geometry (Å):
C (-0.715709, 1.369815, 1.178147)  -0.61
C (-1.725323, -1.362384, -1.398472)  -0.02
C (1.266513, -0.170805, 0.801861)  -0.05
N (-0.764860, -0.733978, -1.575242)  0.05
O (0.015736, 0.338812, 1.515295)  -0.27
S (-0.568087, 2.047953, -0.304007)  0.77
H (0.344811, 1.320933, -0.987209)  -0.15
H (-2.486467, -2.065178, -1.097770)  0.07
H (1.875172, -0.911289, 1.366821)  0.09
H (1.754764, 0.807212, 0.662473)  0.07
H (1.003450, -0.641091, -0.161897)  0.04

Force components x, y, z for each atom (eV/Å):
0.127 -1.311 1.315
1.804 0.489 0.187
-0.832 1.269 -0.581
-2.016 -1.295 -0.157
0.939 -1.470 0.667
0.200 1.323 -1.694
0.042 0.076 -0.059
0.028 0.443 -0.289
-0.979 0.894 0.324
0.649 -0.858 -0.232
0.037 0.441 0.518

***

no.,gap between HOMO and LUMO (eV)
1,10.94
2,9.02